# C25H40F5MnO16SV

C25H40F5MnO16SV as an isolated structure at a distorted geometry (ωB97M-V/def2-TZVPD, the OMol25 dataset).

The geometry in XYZ format:
```
89
Properties=species:S:1:pos:R:3:lowdin_charge:R:1
O -2.55617 -6.15683 -3.60025 -0.115
V -2.14159 -4.70173 -3.84088 1.515
Mn -3.88801 -0.36066 -2.08270 1.565
F -4.68179 -3.26008 -2.40894 -0.658
F -1.57621 -1.26464 -4.04333 -0.695
C 1.26725 -1.63827 0.68196 -0.709
F 1.19376 -0.59130 1.50466 0.136
F 1.62448 -1.15847 -0.45827 0.177
F 2.16487 -2.46985 1.18590 0.152
S -0.43883 -2.49816 0.55082 0.518
O -1.31052 -1.38656 0.22872 -0.340
O -0.35962 -3.53664 -0.49490 -0.308
O -0.55879 -3.10343 1.88456 -0.273
O -3.41107 -2.61899 9.09414 0.107
C -4.55005 -2.62665 8.65519 -0.552
O -4.92072 -2.08049 7.51286 -0.028
C -3.97218 -1.95302 6.52207 -0.225
C -4.84156 -1.49419 5.33541 -0.065
C -5.70616 -3.18513 9.33367 0.007
H -3.63986 -2.97639 6.34776 0.132
H -3.16387 -1.26362 6.76590 0.131
H -5.60936 -2.17959 4.97653 0.073
H -4.21374 -1.33218 4.45923 0.067
H -5.43380 -0.61829 5.60030 0.076
H -6.60711 -3.11396 8.72430 0.085
H -6.13180 -2.79474 10.25808 0.096
H -5.66796 -4.26109 9.50383 0.098
O 1.24593 3.45973 -6.94698 0.062
C 0.37528 3.57911 -6.06483 -0.528
O 0.51607 3.76274 -4.80579 0.015
C 1.66225 3.39455 -4.12820 -0.231
C 2.61474 4.60431 -3.96126 -0.040
C -1.11401 3.68848 -6.56644 0.029
H 2.15627 2.51473 -4.54046 0.125
H 1.40001 2.99160 -3.14996 0.119
H 2.58249 5.07221 -4.94520 0.074
H 3.62020 4.41177 -3.58699 0.082
H 2.14566 5.41182 -3.39912 0.068
H -1.02143 3.74517 -7.65102 0.082
H -1.62760 4.52123 -6.08599 0.073
H -1.56916 2.75592 -6.23287 0.073
O -1.09643 -9.25921 4.20263 0.118
C -0.34178 -8.39946 3.82340 -0.508
O 0.30033 -8.34341 2.67064 0.039
C 1.31499 -7.36472 2.60047 -0.127
C 1.48209 -6.99382 4.09646 -0.158
C 0.12794 -7.30173 4.72293 -0.089
H 1.13368 -6.43600 2.05946 0.124
H 2.18654 -7.91780 2.25033 0.127
H 1.69475 -5.96958 4.40271 0.110
H 2.20404 -7.54106 4.70261 0.113
H -0.43446 -6.37945 4.86855 0.127
H 0.32780 -7.71508 5.71153 0.127
O 1.61573 -4.01245 -5.50584 0.064
C 2.53307 -3.58311 -6.18354 -0.507
O 3.49413 -4.36522 -6.60261 0.052
C 4.23949 -3.79600 -7.70119 -0.111
C 3.44495 -2.56636 -8.11340 -0.161
C 2.65941 -2.29034 -6.89884 -0.100
H 4.41382 -4.55445 -8.46437 0.132
H 5.21379 -3.51279 -7.30289 0.129
H 3.00138 -2.63050 -9.10699 0.122
H 4.09290 -1.72468 -8.35799 0.121
H 1.72243 -1.75541 -7.05383 0.136
H 3.13737 -1.56135 -6.24445 0.141
O -2.55836 3.52564 -1.60596 0.033
C -2.54028 4.75704 -1.45302 -0.431
O -1.51186 5.30656 -0.76017 0.023
C -1.39118 6.70658 -0.94237 -0.137
C -2.27489 6.85141 -2.18837 -0.178
C -3.38926 5.87685 -2.04729 -0.071
H -0.40506 7.10217 -1.18563 0.136
H -1.85268 7.22435 -0.10152 0.132
H -1.56856 6.71724 -3.00764 0.124
H -2.54798 7.90576 -2.23157 0.123
H -3.93656 5.56746 -2.93769 0.125
H -4.20294 6.14495 -1.37339 0.134
O 2.00195 7.19351 3.46026 0.093
C 2.85197 6.32006 3.39141 -0.436
O 3.42658 6.01549 2.17540 -0.005
C 4.46687 5.00684 2.31944 -0.141
C 4.17053 4.39978 3.67793 -0.178
C 3.58799 5.53803 4.50248 -0.064
H 5.44702 5.45981 2.17035 0.125
H 4.30359 4.29153 1.51335 0.119
H 5.00732 3.89843 4.16428 0.115
H 3.48571 3.55229 3.64828 0.116
H 4.35956 6.12662 4.99881 0.132
H 2.74645 5.19716 5.10558 0.125
```

Values from the calculation:
energy relative to the best compared isomer or geometry (same formula, charge and spin)	16.4421	eV
strongest force on any atom	5.81	eV Å⁻¹
E_tot	-5172.219609	Ha
multiplicity	7
charge	+1

***

# C3H3F2N

A 2-piece molecular cluster, C3H3F2N overall at a distorted geometry (ωB97M-V/def2-TZVPD, the OMol25 dataset).

The geometry in XYZ format:
```
9
Properties=species:S:1:pos:R:3:nbo_charge:R:1
C 1.89953 -0.07076 -0.00698 0.096
C -0.96478 -0.37738 -0.31471 -0.043
C -0.12727 0.61329 0.43626 0.403
N 2.96882 -0.40791 -0.19107 -0.438
F -0.75861 -1.63132 0.18140 -0.330
F -0.17385 1.85132 -0.04564 -0.296
H -0.71427 -0.39400 -1.38344 0.207
H -2.03719 -0.15464 -0.19194 0.196
H -0.09238 0.57141 1.51613 0.206
```

Values from the calculation:
energy relative to the best compared isomer or geometry (same formula, charge and spin)	2.9429	eV
strongest force on any atom	5.69	eV Å⁻¹
E_tot	-370.481901	Ha

***

# C20H25BF6N4O10PS3

C20H25BF6N4O10PS3 as an isolated structure at a distorted geometry (ωB97M-V/def2-TZVPD, the OMol25 dataset).

The geometry in XYZ format:
```
70
Properties=species:S:1:pos:R:3:nbo_charge:R:1
N 2.41439 -1.70755 1.16157 -0.821
C 1.50640 -2.76342 0.63734 -0.209
C 0.02434 -2.25754 0.28789 -0.465
C -0.04775 -0.90371 -0.54739 0.033
C 0.79400 -0.55263 -1.79756 -0.051
C 1.88158 -1.58560 -2.37417 -0.456
C 1.21181 -2.87841 -3.06773 -0.409
C 1.08631 -2.53125 -4.65479 -0.429
C -0.12613 -1.51047 -4.95614 -0.075
O -0.92427 -2.00518 -6.09236 -0.739
C 0.65031 0.78645 -2.60913 -0.110
C -0.39425 1.82672 -2.14126 -0.493
P -0.60925 3.41458 -3.14211 2.249
O -0.66579 4.68205 -2.28630 -1.046
O 0.60990 3.41778 -4.32578 -0.976
O -2.09068 3.20488 -4.00034 -0.965
C -1.23111 1.49186 -0.88595 -0.123
C -1.09950 0.16567 -0.05644 0.165
N -1.90956 -0.11345 1.14405 -0.684
C -3.33162 0.23514 0.97734 0.181
C -4.40391 -0.73197 1.52841 -0.221
C -5.95165 -0.45362 1.44288 -0.379
B -6.92654 -1.55746 2.11506 1.127
O -7.01817 -2.94169 1.75021 -0.890
O -7.75640 -1.09792 3.22353 -0.910
C -6.46364 0.83886 0.73392 -0.255
C -5.36962 1.82652 0.17917 0.169
N -5.86703 3.06192 -0.49478 -0.811
C -3.85905 1.55082 0.30933 -0.230
S -2.52642 2.70883 -0.30258 0.293
H 3.35688 -2.15313 1.16639 0.373
H 2.52979 -0.92579 0.48821 0.357
H 1.90351 -3.29736 -0.31123 0.149
H 1.39272 -3.60625 1.42053 0.201
H -0.56246 -2.23534 1.27251 0.253
H -0.47048 -3.08426 -0.35260 0.225
H 2.48022 -1.05093 -3.20758 0.209
H 2.67094 -1.84739 -1.57350 0.243
H 1.82506 -3.83556 -2.97411 0.223
H 0.13581 -3.00553 -2.66809 0.216
H 0.89798 -3.49051 -5.24488 0.228
H 2.04198 -2.04569 -5.07121 0.202
H 0.26301 -0.47522 -5.29874 0.161
H -0.82097 -1.35592 -4.04528 0.179
H -1.49110 -1.23517 -6.34636 0.465
H 1.29096 0.96393 -3.54687 0.212
H 1.45160 3.03431 -3.97429 0.511
H -2.20902 3.94818 -4.63236 0.502
H -1.51646 0.32901 1.99314 0.413
H -4.02551 -1.67942 2.04548 0.234
H -7.30226 -3.39753 2.58384 0.494
H -7.55692 -0.14952 3.39433 0.499
H -7.58748 1.05046 0.64669 0.231
H -5.19268 3.18426 -1.28185 0.378
H -6.75444 2.82910 -0.98698 0.368
C 3.35031 1.39099 2.81181 0.708
F 2.46338 0.72598 2.04596 -0.320
F 3.88675 2.35651 2.02948 -0.326
F 2.63296 2.03967 3.75770 -0.324
S 4.62245 0.29594 3.53317 2.223
O 5.29472 -0.28514 2.38303 -0.942
O 3.87409 -0.64631 4.34466 -0.923
N 5.41682 1.42354 4.31577 -1.190
S 6.66329 0.86886 5.12396 2.222
O 7.79035 0.40743 4.33272 -0.929
O 6.36611 0.06200 6.29326 -0.928
C 7.20935 2.47439 5.80308 0.705
F 6.25538 3.06038 6.56265 -0.325
F 7.50947 3.36703 4.83170 -0.325
F 8.30714 2.36982 6.57993 -0.321
```

Values from the calculation:
energy relative to the best compared isomer or geometry (same formula, charge and spin)	9.7308	eV
strongest force on any atom	4.75	eV Å⁻¹
E_tot	-3908.455103	Ha
charge	-1